Formula: C24H37AsGeIN2O2Ti
Source: the Open Molecules 2025 dataset
Level of theory: ωB97M-V with the def2-TZVPD basis set

```
! wB97M-V def2-TZVPD RIJCOSX def2/J DEFGRID3
* xyz -1 3
I -1.99 -2.73 -0.47
As 0.46 -1.42 2.05
Ge -1.90 0.53 -3.52
Ti -0.74 -0.28 -0.27
O -1.57 0.48 1.15
O 0.63 5.50 0.54
N -2.88 3.47 2.68
N 0.61 1.11 -0.10
C -2.00 0.61 -1.60
C 1.90 -0.36 2.88
C 1.45 -3.68 3.73
C -1.62 -1.29 -4.19
C -2.77 2.23 2.19
C -2.03 -2.12 3.42
C 2.80 1.05 -1.31
C -0.36 1.61 -4.12
C 0.47 4.93 1.85
C 0.60 2.27 0.56
C 3.24 -0.49 2.16
C -3.53 1.31 -4.34
C 1.92 -1.49 -2.11
C -0.63 3.93 1.94
C 1.08 -0.73 -1.32
C 3.60 0.25 -2.12
C -0.52 2.65 1.34
C -0.76 -1.30 3.60
C 3.18 -1.01 -2.52
C 1.18 -3.23 2.31
C -1.81 4.27 2.57
C 1.57 0.53 -0.92
C -3.96 1.33 2.37
C -1.62 1.76 1.55
H 1.62 -2.48 -2.44
H -0.26 1.58 -5.20
H -2.60 -1.77 2.56
H 1.55 0.68 2.85
H -4.41 0.71 -4.10
H -1.00 -0.24 3.71
H -3.43 1.37 -5.43
H -3.83 0.39 1.84
H 1.44 2.95 0.46
H -3.68 2.31 -3.95
H -4.86 1.83 1.99
H -0.21 -1.61 4.49
H -2.67 -2.06 4.31
H 2.12 -2.99 4.26
H 0.55 1.21 -3.67
H -1.92 5.26 3.01
H -1.63 -1.30 -5.28
H -1.80 -3.18 3.24
H 4.57 0.61 -2.44
H 3.81 -1.62 -3.15
H 0.29 5.74 2.57
H -4.12 1.13 3.43
H 1.93 -4.67 3.74
H -2.73 1.33 -1.22
H 1.43 4.48 2.10
H 3.61 -1.51 2.20
H 4.00 0.15 2.63
H -0.65 -1.65 -3.84
H 0.53 -3.76 4.31
H -0.47 2.65 -3.80
H -2.39 -1.97 -3.82
H 0.48 -3.90 1.81
H 3.16 -0.20 1.11
H 3.13 2.03 -1.00
H -0.19 5.33 0.06
H 2.10 -3.26 1.71
H 1.99 -0.64 3.93
*
```

Values from the calculation:
Kohn-Sham gap (spin up / spin down) = 0.2086 / 0.2514 Ha
F_max = 1.98 eV Å⁻¹
E = -6656.62039 a.u.
HOMO energy (spin up / spin down) = -2.999 / -5.027 eV
Energy above the lowest of the compared OMol25 structures with the same formula, charge and spin = 0.000 eV

Mulliken atomic charge list, values in e, 4 entries: atom 1 (I): -0.50, atom 2 (As): 0.51, atom 3 (Ge): 0.55, atom 4 (Ti): -1.31

Formula: C25H33FFeI2N2O3
Source: the Open Molecules 2025 dataset
Level of theory: ωB97M-V with the def2-TZVPD basis set

```
! wB97M-V def2-TZVPD RIJCOSX def2/J DEFGRID3
* xyz 1 6
I -0.38 2.41 -1.21
I -3.47 2.41 0.16
Fe 0.22 -0.03 -0.53
F 2.43 0.06 -0.19
O -0.58 -1.78 -3.53
O -0.09 -2.22 -1.36
O 0.82 -0.23 -2.70
N 0.28 -0.15 1.42
N 0.41 1.60 -4.48
C 3.05 -1.11 3.70
C -1.82 -0.65 2.61
C 1.52 -0.44 1.93
C 0.37 2.51 2.61
C -0.30 3.82 2.18
C 1.19 0.46 -6.41
C -0.84 -2.95 2.01
C -0.19 -0.11 -6.07
C -0.68 1.47 2.98
C -0.75 0.21 2.33
C -0.42 0.36 -4.63
C -0.56 -2.59 -2.39
C -1.21 -3.90 -2.63
C -2.53 -1.81 0.50
C 2.66 -0.33 1.13
C 1.15 1.84 -5.76
C 1.32 2.79 3.79
C -1.61 1.78 3.96
C -2.04 -2.00 1.94
C 4.15 -0.92 2.87
C 1.76 -0.87 3.25
C 3.95 -0.52 1.56
C -2.75 -0.28 3.58
C -2.63 0.91 4.27
C 0.05 -0.61 -3.55
H -1.75 -1.33 -0.11
H -3.57 -0.96 3.81
H -0.25 -1.20 -6.16
H 0.91 -1.01 3.91
H 0.45 4.53 1.84
H -0.95 0.32 -6.72
H 1.05 1.38 -3.69
H -0.55 -4.54 -3.22
H 5.15 -1.07 3.24
H -0.06 -2.67 1.31
H 0.59 2.54 -6.38
H 1.99 -0.15 -5.98
H -0.13 2.41 -4.16
H -0.85 4.27 3.01
H 0.95 2.15 1.77
H -1.47 0.58 -4.44
H -1.01 3.66 1.37
H 1.35 0.52 -7.48
H -3.34 1.15 5.06
H 2.12 3.45 3.46
H 0.78 3.28 4.60
H 4.77 -0.36 0.88
H -1.16 -3.97 1.78
H 1.75 1.87 4.18
H 3.20 -1.44 4.72
H -2.85 -2.48 2.48
H -1.54 2.72 4.48
H -3.41 -1.17 0.47
H -2.80 -2.77 0.05
H -0.41 -2.95 3.01
H 2.13 2.26 -5.56
H -2.14 -3.77 -3.19
H -1.40 -4.38 -1.67
*
```

Values from the calculation:
Kohn-Sham gap (spin up / spin down) = 0.2072 / 0.1967 Ha
F_max = 1.32 eV Å⁻¹
E = -3266.45525 a.u.
HOMO energy (spin up / spin down) = -9.479 / -9.586 eV

Mulliken atomic charge list, values in e, 4 entries: atom 1 (I): -0.55, atom 2 (I): -0.06, atom 3 (Fe): 0.13, atom 4 (F): -0.18

Formula: C4H4CaO
Source: the Open Molecules 2025 dataset
Level of theory: ωB97M-V with the def2-TZVPD basis set

```
! wB97M-V def2-TZVPD RIJCOSX def2/J DEFGRID3
* xyz 2 1
Ca 1.36 -2.96 1.79
O -0.23 -1.65 1.17
C -2.81 -0.94 -0.35
C -0.25 -0.33 1.19
C -2.12 0.14 -0.27
C -0.84 0.45 0.19
H -3.84 -1.10 -0.62
H -0.14 0.80 -0.57
H -1.71 -1.85 0.45
H -0.41 0.05 2.21
*
```

Values from the calculation:
Kohn-Sham gap (spin up / spin down) = 0.2261 / 0.2448 Ha
F_max = 4.71 eV Å⁻¹
E = -906.77567 a.u.
HOMO energy (spin up / spin down) = -16.179 / -16.742 eV
Energy above the lowest of the compared OMol25 structures with the same formula, charge and spin = 2.660 eV

Mulliken atomic charge list, values in e, 4 entries: atom 1 (Ca): 1.75, atom 2 (O): -0.75, atom 3 (C): -0.56, atom 4 (C): 0.19

Formula: C3H4O5Rh
Source: the Open Molecules 2025 dataset
Level of theory: ωB97M-V with the def2-TZVPD basis set

```
! wB97M-V def2-TZVPD RIJCOSX def2/J DEFGRID3
* xyz 0 6
Rh 2.97 1.10 0.42
O -1.14 -0.93 1.28
O 0.72 -0.52 -1.13
O 1.47 1.48 -0.63
O -0.69 1.18 -0.82
O 2.08 -0.53 1.00
C -1.81 0.37 -0.59
C -2.04 -0.33 0.55
C 0.55 0.72 -1.09
H -3.08 -0.70 0.63
H -2.41 0.21 -1.49
H 0.97 -0.70 0.58
H 2.41 -1.37 1.30
*
```

Values from the calculation:
Kohn-Sham gap (spin up / spin down) = 0.2386 / 0.2911 Ha
F_max = 5.99 eV Å⁻¹
E = -603.17300 a.u.
HOMO energy (spin up / spin down) = -6.219 / -10.226 eV

Mulliken atomic charge list, values in e, 4 entries: atom 1 (Rh): 0.37, atom 2 (O): -0.49, atom 3 (O): -0.68, atom 4 (O): -0.64

Formula: C6H12
Source: the Open Molecules 2025 dataset
Level of theory: ωB97M-V with the def2-TZVPD basis set

```
! wB97M-V def2-TZVPD RIJCOSX def2/J DEFGRID3
* xyz 0 1
C 0.13 0.96 -1.22
C 2.16 0.14 0.86
C 0.04 -0.06 -0.34
C 1.34 -0.83 0.06
C -1.12 -0.33 0.46
C -2.50 0.10 0.12
H 0.94 -1.69 0.61
H -3.27 -0.22 0.82
H -2.91 -0.23 -0.83
H 1.57 -1.18 -0.95
H 2.97 -0.33 1.43
H 1.49 0.63 1.58
H -0.74 1.56 -1.44
H -0.95 -0.57 1.50
H -1.02 -1.19 -1.14
H 2.63 0.94 0.30
H 1.05 1.14 -1.76
H -2.65 1.19 0.07
*
```

Values from the calculation:
Kohn-Sham gap = 0.2484 Ha
F_max = 3.70 eV Å⁻¹
E = -235.60964 a.u.
HOMO energy = -7.138 eV
Energy above the lowest of the compared OMol25 structures with the same formula, charge and spin = 5.676 eV

Mulliken atomic charge list, values in e, 4 entries: atom 1 (C): -1.10, atom 2 (C): -1.04, atom 3 (C): 0.40, atom 4 (C): -0.68

Formula: C22H34N4O4S
Source: the Open Molecules 2025 dataset
Level of theory: ωB97M-V with the def2-TZVPD basis set

```
! wB97M-V def2-TZVPD RIJCOSX def2/J DEFGRID3
* xyz 0 1
S 3.98 -0.95 -1.54
O 5.21 -0.36 -1.99
O -1.13 1.01 1.55
O 3.58 -1.43 2.55
O 3.30 -1.89 -2.40
N -2.71 -1.26 -0.70
N 4.35 -1.79 -0.15
N -0.80 0.60 -0.68
N 0.10 3.32 -0.11
C 3.27 1.56 -0.65
C -1.26 3.39 -0.59
C 1.48 0.06 -1.15
C 2.63 -1.90 1.61
C 0.97 2.31 -0.37
C -3.46 -3.28 0.56
C -3.89 -1.37 -1.54
C -1.48 0.51 0.50
C -1.57 4.89 -0.62
C 3.33 -2.62 0.44
C -5.09 -2.00 -0.84
C 5.25 -1.19 0.80
C 4.48 -0.52 1.95
C -1.04 -2.54 0.62
C -4.70 -3.38 -0.32
C -2.81 -0.23 0.33
C 0.55 1.01 -0.75
C -0.76 5.39 0.57
C 2.83 0.34 -1.11
C 0.53 4.59 0.44
C 2.36 2.53 -0.29
C -2.32 -2.58 -0.21
H -0.58 6.46 0.55
H -3.54 0.51 0.02
H -5.53 -3.82 0.25
H -3.69 -2.72 1.47
H -1.27 5.13 1.50
H -0.23 -2.09 0.05
H 1.16 -0.91 -1.49
H -1.95 2.89 0.10
H -0.75 -3.55 0.89
H 2.73 3.48 0.04
H -3.13 -4.28 0.86
H -1.13 -0.07 -1.37
H -5.39 -1.36 0.00
H 2.04 -1.05 1.23
H -1.20 5.33 -1.54
H -3.61 -1.98 -2.41
H 3.93 0.36 1.58
H -2.63 5.09 -0.53
H 1.04 4.44 1.39
H 5.90 -1.97 1.21
H 3.81 -3.53 0.82
H 2.63 -2.88 -0.35
H -1.18 -1.97 1.53
H -4.14 -0.37 -1.91
H 1.22 5.10 -0.25
H 4.33 1.76 -0.61
H 5.16 -0.22 2.75
H 1.98 -2.58 2.15
H -1.35 2.92 -1.58
H -5.93 -2.07 -1.53
H -2.11 -3.17 -1.11
H -4.50 -4.04 -1.17
H -3.12 -0.60 1.31
H 5.86 -0.46 0.26
*
```

Values from the calculation:
Kohn-Sham gap = 0.3064 Ha
F_max = 1.06 eV Å⁻¹
E = -1776.88907 a.u.
HOMO energy = -7.761 eV
Energy above the lowest of the compared OMol25 structures with the same formula, charge and spin = 0.000 eV

Mulliken atomic charge list, values in e, 4 entries: atom 1 (S): 1.22, atom 2 (O): -0.74, atom 3 (O): -0.65, atom 4 (O): -0.48

Formula: C4H5N3S
Source: the Open Molecules 2025 dataset
Level of theory: ωB97M-V with the def2-TZVPD basis set

```
! wB97M-V def2-TZVPD RIJCOSX def2/J DEFGRID3
* xyz 0 1
S -1.63 -0.07 1.55
N 0.06 0.65 1.19
N -1.16 -1.04 -0.90
N 0.19 0.59 -2.13
C 0.63 0.24 0.10
C 3.19 0.06 -0.51
C 2.01 0.13 0.00
C -0.18 -0.20 -1.17
H 4.21 -0.26 -0.56
H -2.39 -0.91 -1.47
H -1.19 -1.78 -0.12
H -0.34 0.63 -3.08
H -1.69 0.73 2.84
*
```

Values from the calculation:
Kohn-Sham gap = 0.3092 Ha
F_max = 8.26 eV Å⁻¹
E = -717.64026 a.u.
HOMO energy = -8.663 eV
Energy above the lowest of the compared OMol25 structures with the same formula, charge and spin = 6.895 eV

Mulliken atomic charge list, values in e, 4 entries: atom 1 (S): -0.17, atom 2 (N): -0.50, atom 3 (N): -0.65, atom 4 (N): -0.58